The following is a quantum chemistry calculation of a cluster of 6 separate species, CH14O5S in total, from OMol25.

Structure (XYZ):
```
21
Properties=species:S:1:pos:R:3:forces:R:3:mulliken_spin:R:1
H 0.423 0.233 3.245 -0.08 -0.11 0.06 0.00
H 0.373 -3.202 -0.870 0.16 -0.21 0.13 0.00
H 2.644 2.575 0.746 -0.14 0.08 -0.18 0.00
O 0.066 -3.700 -0.095 -0.27 0.65 -0.18 0.01
H -1.460 0.921 0.817 0.01 -0.43 0.05 0.01
H 2.168 1.661 -0.381 0.15 -0.06 -0.06 0.00
O 0.411 -0.585 2.733 -0.05 0.25 -0.19 0.00
H 0.038 -3.034 0.604 0.14 -0.27 0.06 0.00
H -3.128 0.307 0.861 0.29 -0.53 0.37 0.03
O -0.491 2.961 -1.647 -0.03 -0.39 0.16 0.00
H 1.005 -0.994 -2.634 0.24 0.18 -0.14 0.00
H 1.914 -0.977 -1.364 -0.06 -0.08 -0.36 0.00
H 1.342 -0.773 2.586 0.07 -0.16 0.05 0.00
S -1.910 -0.461 -0.985 0.22 -0.01 -0.10 0.94
H 0.390 2.926 -2.033 0.00 0.11 -0.17 0.00
H -1.665 -0.785 1.344 -0.28 0.00 0.21 0.06
H -3.003 -1.244 -1.111 -0.02 -0.08 0.10 -0.01
O 1.335 -1.526 -1.907 -0.27 -0.12 0.49 0.01
O 1.923 2.445 0.114 -0.03 0.00 0.27 0.00
C -2.076 0.014 0.721 -0.09 1.05 -0.63 -0.04
H -0.300 3.238 -0.745 0.02 0.14 0.08 0.00
```
Positions in Å, forces in eV/Å.

- Molecular weight: 138.185 g/mol
- ΔE to the lowest compared entry with this formula, charge and spin: 0.00 kcal/mol
- Max |F|: 1.23 eV/A
- Expectation value of S²: 0.7531
- Spin multiplicity: 2
- Charge: +1
- Highest occupied orbital energy (spin up / spin down): -14.48 / -14.41 eV

***

The following is a quantum chemistry calculation of a structure of composition C51H61Cl3N4O5PbSSb2, from OMol25.

Structure (XYZ):
```
128
Properties=species:S:1:pos:R:3:forces:R:3:mulliken_charge:R:1
H 0.827 6.572 0.375 -0.07 -0.04 0.02 0.21
C -4.880 -0.087 1.448 0.06 -0.07 0.06 -0.72
C -0.329 -1.741 -2.524 -0.03 -0.01 0.18 0.08
H 4.391 -2.069 4.934 0.07 0.00 0.02 0.45
H 1.183 4.023 -0.239 0.10 0.12 -0.08 0.80
C -5.039 -2.898 -2.973 0.07 0.02 -0.06 0.03
Sb -3.341 -1.770 -0.590 -0.79 0.36 0.11 0.68
C 0.646 3.894 0.683 -0.02 -0.13 -0.16 -0.85
C 4.773 4.001 0.829 0.09 0.02 -0.04 -1.61
H -5.865 0.952 3.044 0.00 0.02 0.03 0.41
C 1.828 -3.696 -1.168 -0.48 0.03 0.11 0.20
C -2.622 -0.617 -2.276 -0.01 -0.33 0.00 -1.16
C 0.373 -7.112 -3.912 0.03 -0.09 -0.03 -0.67
H 5.168 6.492 -1.434 0.04 0.02 -0.06 0.48
C 2.362 -3.494 0.099 -0.03 0.03 0.06 -0.53
C -5.801 0.805 1.974 0.01 0.07 0.10 -0.69
H 4.818 1.537 -3.785 0.04 0.03 0.02 0.35
H 5.274 -0.982 -5.162 0.00 -0.07 0.08 0.32
H -4.222 -0.640 2.116 -0.06 0.01 0.05 0.52
H -6.190 -3.643 -4.613 -0.03 0.00 -0.08 0.42
C 2.147 6.464 2.107 -0.27 -0.27 0.05 1.04
O 2.371 7.842 2.249 -0.09 0.01 -0.33 -0.36
H 4.090 -3.604 1.356 0.05 0.04 0.07 0.54
C 3.285 -0.835 -2.587 -0.04 -0.27 -0.14 0.75
H 0.053 6.909 1.934 -0.08 -0.10 -0.12 0.40
C 3.610 -1.686 4.282 -0.02 -0.02 -0.05 -1.61
Cl -0.689 9.545 2.926 0.03 -0.05 0.02 -0.15
H -0.541 -3.443 -4.661 0.07 0.03 -0.02 0.26
C -6.508 -4.795 -2.837 -0.04 0.03 0.03 -0.48
C -6.184 -4.949 -1.499 -0.03 -0.08 0.06 -0.60
H 0.106 -6.613 -1.848 0.07 -0.06 0.01 0.39
H -0.038 -4.979 -6.501 -0.02 0.00 -0.05 0.41
H -0.897 2.246 2.909 -0.10 -0.07 0.15 0.67
C 0.762 6.263 1.419 0.54 0.73 0.22 -1.11
H -0.086 -1.928 2.146 -0.09 -0.14 0.04 0.20
H 5.817 0.093 2.248 0.01 0.03 -0.03 0.33
C 3.780 6.507 0.200 -0.01 -0.11 0.09 -0.41
C -0.268 -4.466 -4.434 -0.02 0.04 -0.02 0.18
H 3.646 -0.374 -5.483 0.07 -0.04 -0.03 0.34
C 3.706 -3.708 0.350 0.14 0.02 0.15 -0.50
H -5.016 -4.212 0.141 -0.04 -0.09 0.04 0.35
H 5.599 -4.296 -0.478 0.02 -0.02 0.03 0.45
C 4.499 0.655 4.544 -0.08 0.11 -0.10 -1.74
C 5.374 -0.804 2.677 -0.07 -0.01 -0.03 -1.42
C 0.343 -6.653 -5.220 -0.02 0.00 -0.03 -0.50
C 2.683 -4.101 -2.187 0.01 -0.09 -0.13 -0.46
C -0.220 6.566 5.751 -0.23 0.09 -0.08 -0.67
H 1.921 6.396 5.661 0.10 -0.07 0.05 0.50
C -5.679 0.360 -0.763 0.01 -0.04 -0.16 -0.13
H 5.209 3.051 1.107 -0.03 -0.05 0.00 0.78
C 3.115 -0.016 2.634 -0.65 0.27 -0.61 -0.48
C -6.590 1.268 -0.244 -0.04 0.11 0.00 -0.66
H -1.455 -0.747 -4.051 -0.04 -0.13 -0.04 0.30
H 4.685 -4.631 -2.739 0.00 -0.02 -0.06 0.45
H -3.485 -0.289 -2.855 -0.04 0.09 0.09 0.75
O 3.083 -0.304 -1.482 -0.14 0.12 0.15 -0.87
H 0.444 -1.866 -3.282 0.08 0.00 -0.02 0.66
C 4.246 -0.985 -4.805 -0.17 -0.10 -0.28 -0.97
H -1.240 -1.577 1.150 -0.04 -0.27 -0.12 -0.07
H -0.769 4.945 3.357 0.01 0.17 0.13 0.28
C -4.705 -3.055 -1.636 0.43 0.26 0.19 0.60
H 3.135 2.514 -0.312 0.08 0.18 -0.04 0.26
C 0.005 -5.335 -5.481 0.01 0.04 -0.10 -0.83
C -5.937 -3.769 -3.570 -0.02 0.04 -0.13 -0.79
N 4.190 -0.438 -3.463 0.19 0.12 0.14 0.18
H 5.003 0.925 -2.124 0.09 0.02 -0.06 0.20
N 0.312 4.896 1.506 0.02 -0.33 -0.12 0.49
H 3.406 7.498 -0.009 -0.01 0.11 -0.08 0.56
C 0.090 -6.248 -2.868 -0.04 0.04 0.08 -0.31
H 2.707 -1.712 -2.894 0.01 0.06 -0.02 -0.30
C 4.551 -4.111 -0.670 0.03 0.04 -0.01 -0.75
H -2.143 -2.289 -3.552 -0.05 0.09 -0.10 0.26
H 3.142 8.082 4.159 -0.02 0.04 -0.05 0.29
H 3.867 -2.006 -4.821 -0.01 0.00 0.04 0.31
N 2.295 0.262 1.879 0.54 -0.01 0.79 -0.21
C 3.769 4.574 1.597 0.05 0.14 -0.24 1.02
H 2.105 5.975 3.085 -0.03 0.04 -0.09 -0.10
C -0.378 4.353 2.552 -0.18 -0.32 0.22 -0.24
C 1.027 7.887 4.305 -0.11 0.17 -0.27 0.36
C -0.240 8.335 4.051 -0.16 -0.18 0.27 0.53
Sb -0.338 -3.616 -1.400 0.55 -0.32 -0.47 0.97
H 2.930 1.343 -1.323 0.10 -0.04 0.06 0.40
H 3.324 -2.474 3.589 0.00 -0.08 -0.06 0.28
H 2.233 9.438 3.449 0.07 -0.05 0.06 0.50
H 2.296 -4.294 -3.181 -0.04 -0.04 -0.01 0.40
O -1.947 0.725 0.619 0.43 0.11 0.10 -0.36
H -4.597 -2.105 -3.563 -0.03 0.02 -0.05 0.27
C -5.280 -4.086 -0.903 0.07 0.02 0.06 -0.89
C -0.445 3.014 2.314 -0.04 0.18 0.16 -1.27
C 1.022 6.866 5.295 -0.12 -0.03 0.06 -0.39
H -5.667 0.167 -1.829 -0.01 0.02 -0.05 0.32
H -2.302 0.806 1.513 -0.25 0.03 -0.07 0.16
H -0.013 -0.913 -1.868 -0.01 -0.37 -0.24 -1.10
C -1.659 -1.380 -3.179 -0.01 0.05 -0.21 -0.63
N 0.195 2.735 1.135 0.37 0.10 -0.09 0.32
C 3.252 5.830 1.295 -0.07 -0.03 0.24 -0.55
H 3.629 0.940 5.132 -0.01 0.02 0.08 0.40
H 1.712 -3.193 0.909 -0.05 -0.04 0.10 0.29
C 4.771 5.953 -0.589 0.05 -0.03 -0.05 -1.02
H -7.209 -5.470 -3.306 -0.04 -0.05 -0.03 0.40
C -0.205 -4.912 -3.120 -0.19 0.37 0.25 -0.06
H 2.752 -1.430 4.900 -0.05 0.02 0.02 0.40
H 5.272 0.286 5.215 -0.01 -0.09 0.03 0.49
C -6.649 1.496 1.122 -0.04 -0.02 0.03 -0.50
C 4.033 -4.300 -1.942 0.11 0.02 -0.10 -0.48
Pb 0.760 0.578 0.158 -0.46 0.15 -0.90 2.08
Cl 3.172 3.669 2.957 -0.02 -0.11 0.09 -0.16
H -0.503 5.848 6.500 0.01 -0.07 0.14 0.46
C 5.082 0.669 -3.177 0.01 0.15 0.08 -0.93
C 5.260 4.694 -0.271 -0.23 -0.02 0.20 0.69
H -7.260 1.799 -0.905 -0.05 0.00 -0.05 0.42
O -0.273 -1.554 1.278 0.10 0.35 0.26 -0.33
H 6.110 0.380 -3.399 -0.06 0.00 -0.01 0.38
C 4.148 -0.450 3.539 0.70 -0.32 0.60 2.35
H 0.622 -8.144 -3.712 -0.01 -0.07 0.05 0.42
C -4.807 -0.316 0.077 0.40 -0.39 -0.04 0.44
O 2.486 2.128 -0.917 -0.04 0.07 0.19 -0.58
H -6.630 -5.744 -0.921 -0.04 -0.07 0.04 0.41
H 0.570 -7.322 -6.037 0.01 -0.06 -0.04 0.42
S -1.436 7.525 5.004 0.44 0.11 -0.18 -0.16
H 4.889 1.536 4.042 0.00 0.07 -0.04 0.28
H -7.367 2.194 1.528 -0.05 0.04 0.00 0.41
Cl 6.484 3.959 -1.234 0.12 -0.04 -0.11 -0.19
H -2.120 0.272 -1.885 -0.08 0.05 0.01 0.28
H 6.119 -1.289 3.305 0.02 -0.01 0.06 0.44
H 5.100 -1.480 1.869 0.04 -0.08 -0.05 0.27
C 2.254 8.357 3.580 -0.02 0.10 0.14 -1.06
H -2.403 1.399 0.100 -0.23 0.01 0.06 0.20
```
Positions in Å, forces in eV/Å.

- Molecular weight: 1399.218 g/mol
- ΔE to the lowest compared entry with this formula, charge and spin: 22.27 kcal/mol
- Max |F|: 1.02 eV/A
- Charge: +2
- Highest occupied orbital energy: -11.88 eV

***

The following is a quantum chemistry calculation of a structure of composition C37H41GeMnN4O4P2S, from OMol25.

Structure (XYZ):
```
91
Properties=species:S:1:pos:R:3:forces:R:3:mulliken_spin:R:1
H 0.523 1.748 -7.015 0.05 0.07 -0.11 0.00
H 3.383 -1.863 2.428 -0.01 -0.12 0.02 0.00
P 1.543 -2.004 0.841 0.46 -1.11 0.18 0.05
H 3.988 2.003 3.373 0.00 0.02 0.07 0.00
H -2.109 2.356 -0.159 0.02 0.22 0.01 -0.02
H 3.995 -0.754 -0.356 0.17 0.03 0.04 0.00
H -2.003 -5.195 1.037 -0.06 -0.07 0.07 0.00
H -4.651 1.510 -1.129 -0.17 0.07 0.04 0.00
C 1.620 4.184 -2.393 0.05 -0.07 0.06 0.00
S 2.410 0.024 -2.697 0.36 -0.30 0.00 0.01
Ge -2.652 -0.615 -1.109 -0.22 -0.23 0.38 0.00
C 0.394 1.448 -5.988 0.05 -0.08 0.19 0.00
C 1.678 -3.025 -0.681 -0.03 0.26 0.03 0.01
C -0.231 3.233 -0.635 -0.06 0.14 -0.05 0.00
H -6.334 2.372 0.473 -0.05 0.05 -0.05 0.00
H 3.816 -2.855 1.031 -0.05 -0.02 0.10 0.00
H 2.311 -2.542 -1.423 -0.08 -0.11 0.10 0.00
C 0.200 -1.114 5.144 0.06 0.07 0.04 0.00
C -3.729 0.218 0.303 0.54 -0.42 -0.60 0.01
H 2.499 1.068 -5.663 0.04 -0.02 -0.09 0.00
O -0.934 0.201 -1.153 0.04 -0.06 -0.45 0.01
Mn 1.024 0.614 0.760 -1.21 0.77 0.45 4.66
H -2.058 1.065 -3.678 -0.04 0.05 0.02 0.00
C 1.505 1.056 -5.242 0.25 0.00 -0.09 0.00
C -0.612 4.178 -1.587 0.12 0.01 -0.07 0.00
H 2.394 4.541 -3.053 0.10 0.00 -0.05 0.00
C -2.004 -4.630 0.116 -0.01 -0.08 0.12 0.00
C 0.323 4.671 -2.475 -0.02 -0.16 0.17 0.00
H 0.688 -3.160 -1.119 -0.06 -0.01 -0.01 0.00
H -2.524 0.811 4.629 -0.06 0.05 0.02 0.00
C -4.670 1.160 -0.102 0.17 -0.02 -0.28 0.00
O 2.780 -1.323 -3.013 -0.17 0.02 -0.35 0.00
H 4.400 3.039 0.609 0.01 0.00 0.02 0.00
H -6.422 1.476 2.766 0.02 0.04 0.04 0.00
C 0.082 0.230 -1.966 -0.30 -0.23 1.00 -0.11
C -1.989 -3.187 -2.244 0.04 0.27 -0.08 0.00
C -1.753 -5.270 -1.087 0.03 -0.01 -0.03 0.00
O -2.448 2.237 2.651 -0.02 0.00 0.38 0.02
H 0.053 5.424 -3.201 -0.02 0.03 -0.07 0.00
C -1.737 -4.546 -2.268 0.02 -0.08 -0.10 0.00
H -3.242 -0.245 -2.479 0.09 -0.03 0.06 0.00
N -0.690 1.769 1.264 0.25 -0.26 0.05 0.04
H 2.895 2.795 -1.386 0.01 0.09 0.05 0.00
H -2.963 -0.894 1.967 -0.02 -0.14 0.09 0.00
N 1.263 -0.018 -1.474 0.18 0.11 -0.79 0.08
H -1.533 -5.040 -3.205 0.00 -0.06 -0.10 0.00
H -1.633 4.522 -1.609 -0.16 0.07 0.05 0.00
C 1.021 -3.359 1.980 -0.11 0.35 -0.02 0.02
N 0.369 0.129 3.103 0.00 0.09 0.07 0.03
C 1.299 0.665 -3.943 -0.38 -0.13 0.75 0.00
C 0.877 -0.709 4.005 -0.07 -0.11 0.19 0.01
H -2.480 -2.781 1.083 0.02 -0.05 0.02 0.00
C 0.030 0.652 -3.363 -0.21 0.30 -1.08 -0.02
H -1.618 -0.888 6.271 -0.04 -0.01 0.10 0.00
C 4.091 0.981 3.012 -0.38 0.02 -0.16 0.01
C -1.232 2.763 0.368 -0.24 -0.23 0.41 0.04
H 3.546 0.327 3.686 -0.04 0.00 0.08 0.00
H 0.811 -2.973 2.974 -0.06 -0.09 0.06 0.00
C -5.652 1.142 2.084 0.04 0.02 -0.03 0.00
H 2.092 -4.004 -0.439 -0.01 0.01 0.08 0.00
P 3.421 0.905 1.298 1.72 -0.36 0.17 0.04
C -1.059 -0.591 5.398 0.18 0.04 -0.19 0.00
H 5.146 0.703 3.015 -0.02 0.01 -0.06 0.00
O 3.493 0.893 -2.338 -0.34 0.23 -0.15 0.00
H -1.722 1.753 -6.025 -0.05 0.04 -0.03 0.00
H -4.722 -0.149 3.510 0.05 0.00 0.15 0.00
C -0.833 0.652 3.364 -0.12 -0.11 0.29 0.00
H -1.607 3.620 0.950 0.05 -0.11 -0.21 0.01
C -3.734 -0.220 1.620 0.08 -0.16 -0.03 0.00
H -1.577 -6.334 -1.108 0.05 -0.10 0.02 0.00
C -2.260 -3.270 0.143 0.01 0.11 0.06 -0.01
C -0.876 1.449 -5.428 0.11 -0.01 -0.08 0.00
C -2.250 -2.541 -1.040 -0.18 0.93 0.08 0.01
H 5.644 1.809 0.911 -0.06 -0.04 -0.01 0.00
H -1.988 -2.609 -3.162 0.01 -0.12 -0.10 0.00
C -1.567 0.329 4.502 0.00 0.04 -0.23 0.00
C 1.906 3.222 -1.441 0.21 0.29 -0.26 0.00
H 5.147 -0.785 0.998 -0.08 0.03 -0.14 0.00
C -1.408 1.635 2.385 0.25 0.35 -0.68 0.05
H 0.660 -1.818 5.820 0.07 -0.06 0.06 0.00
C 4.658 1.989 0.479 -0.32 0.08 -0.07 0.02
H 0.119 -3.825 1.585 0.02 0.02 0.02 -0.01
H 1.869 -1.094 3.811 0.04 -0.03 -0.06 0.00
C -4.700 0.229 2.500 -0.07 -0.13 0.05 0.00
C -5.612 1.635 0.791 -0.16 0.10 -0.04 0.00
H 4.680 1.757 -0.584 0.05 0.04 0.03 0.00
C 3.338 -1.920 1.337 -0.19 0.08 -0.04 0.01
C -1.070 1.059 -4.113 0.17 -0.17 0.40 0.00
H 1.810 -4.109 2.045 0.01 -0.02 -0.04 0.00
C 4.084 -0.736 0.735 -0.10 0.18 0.04 0.01
N 1.009 2.746 -0.578 -0.23 -0.11 0.14 0.04
```
Positions in Å, forces in eV/Å.

- Molecular weight: 827.322 g/mol
- ΔE to the lowest compared entry with this formula, charge and spin: 15.43 kcal/mol
- Max |F|: 1.77 eV/A
- Expectation value of S²: 8.7560
- Spin multiplicity: 6
- Charge: +1
- Highest occupied orbital energy (spin up / spin down): -10.37 / -10.63 eV

***

- Which of these has the highest max |F|?
  C37H41GeMnN4O4P2S